Formula: C31H55BN8O4
Source: OMol25
Level of theory: ωB97M-V with the def2-TZVPD basis set

Each line ends with the Mulliken charge.
Cartesian coordinates (Å):
C  -3.80843  1.08881  -2.51382  -0.42
O  -4.20414  1.01331  -1.09871  -0.41
C  -4.56355  -0.35465  -0.69061  -0.25
C  -4.29558  -0.50276  0.95329  -0.72
C  -3.52657  -1.92061  1.24715  -0.27
C  -2.55801  -1.90281  2.59056  -0.52
C  -1.13576  -2.60875  2.18947  -0.61
C  0.20726  -1.75663  2.57686  -0.55
C  0.10978  -0.13982  2.33948  -0.44
C  -0.47363  0.32221  0.87999  0.63
C  0.47010  -0.06336  -0.40387  -0.14
C  -0.45039  -0.95593  -1.42981  0.55
C  0.32961  -1.49889  -2.76607  0.27
C  1.87485  -1.98610  -2.51531  -0.90
B  2.99111  -0.90768  -3.12724  0.65
O  4.38338  -1.06326  -2.60707  -0.58
N  2.63187  0.14712  -4.17242  0.23
C  2.18464  1.44489  -3.51965  0.32
C  0.83646  2.16537  -4.18160  -0.79
O  2.85565  1.98123  -2.49641  -0.59
C  3.81283  0.43965  -5.07618  0.53
C  4.30784  1.98856  -5.40561  -0.89
O  4.52278  -0.56276  -5.60380  -0.61
H  -4.53307  1.76612  -3.17481  0.29
H  -2.73463  1.59137  -2.61553  0.11
H  -3.74178  0.05909  -3.06606  0.11
H  -4.05012  -1.20159  -1.31433  0.18
H  -5.73405  -0.46482  -0.89165  0.31
H  -3.71653  0.45709  1.31966  0.32
H  -5.37385  -0.55839  1.43040  0.39
H  -4.34888  -2.74127  1.38828  0.19
H  -2.92433  -2.19336  0.26751  0.03
H  -3.11020  -2.60824  3.37983  0.43
H  -2.47306  -0.85618  3.10580  0.29
H  -1.07999  -3.62119  2.81979  0.39
H  -1.03560  -2.93133  1.06684  0.25
H  0.56840  -2.06468  3.66737  0.28
H  1.07192  -2.14847  1.85314  0.15
H  -0.51092  0.29910  3.25123  -0.08
H  1.21490  0.30299  2.42665  0.30
H  -0.53135  1.51439  0.90884  0.42
H  -1.55842  -0.04181  0.63529  -0.70
H  1.48740  -0.55265  -0.09593  0.16
H  0.72532  0.95226  -0.97584  -0.20
H  -0.86974  -1.87661  -0.83389  -0.25
H  -1.40149  -0.28215  -1.68648  -0.40
H  0.19350  -0.69641  -3.61290  -0.26
H  -0.26724  -2.46406  -3.13252  0.47
H  1.99991  -3.03896  -3.05725  0.22
H  2.15269  -2.17892  -1.38596  0.16
H  4.25026  -1.18323  -1.61169  0.29
H  0.99049  2.30730  -5.33737  0.31
H  0.66005  3.22392  -3.67322  0.30
H  -0.11090  1.49137  -3.95341  0.08
H  3.42508  2.67015  -5.76299  0.26
H  4.79192  2.51638  -4.45903  0.22
H  5.15612  1.89320  -6.21113  0.33
C  -0.22417  2.46714  6.20389  -0.69
C  -0.47014  1.05358  5.87271  0.44
N  -0.66445  -0.06318  5.61111  -0.46
H  -0.45280  3.12615  5.35962  0.33
H  -0.83880  2.79779  7.04790  0.12
H  0.82169  2.64256  6.47714  0.32
C  3.43117  -0.60298  6.15167  -0.72
C  2.83413  0.55232  6.84245  0.44
N  2.36248  1.46505  7.38816  -0.48
H  3.05093  -1.55112  6.54638  0.26
H  3.21389  -0.58914  5.07833  0.14
H  4.52068  -0.62086  6.26088  0.31
C  7.13206  -1.77753  -4.11417  -0.40
C  8.19923  -2.74880  -4.40769  0.20
N  9.04231  -3.51613  -4.63953  -0.40
H  6.70847  -1.35273  -5.03040  0.18
H  6.30733  -2.23787  -3.55978  0.12
H  7.50075  -0.94157  -3.51043  0.29
C  -2.63425  -0.98514  -6.04301  -1.08
C  -2.47330  -1.64758  -4.73778  0.63
N  -2.34618  -2.17090  -3.70661  -0.49
H  -1.84151  -1.27120  -6.74235  0.34
H  -3.58902  -1.24390  -6.51303  0.36
H  -2.60495  0.10558  -5.94945  0.27
C  3.10524  5.17564  -1.34711  -0.49
C  2.50820  6.33094  -0.65633  0.21
N  2.03655  7.24367  -0.11062  -0.36
H  2.72500  4.22750  -0.95240  0.14
H  2.88796  5.18948  -2.42045  0.20
H  4.19474  5.15775  -1.23790  0.30
C  -3.44965  5.17203  7.64608  -0.84
C  -1.99525  5.18878  7.87583  0.44
N  -0.84625  5.20201  8.05739  -0.41
H  -3.69008  5.06383  6.58314  0.27
H  -3.93295  4.34246  8.17303  0.27
H  -3.92463  6.09589  7.99271  0.32
C  -5.49961  -6.48270  1.15592  -0.86
C  -4.83352  -5.51158  2.04000  0.48
N  -4.30727  -4.74437  2.73841  -0.40
H  -6.43772  -6.84639  1.58838  0.28
H  -5.74119  -6.04384  0.18201  0.28
H  -4.86896  -7.35819  0.96864  0.27

Forces on atoms 1 to 6 (eV/Å):
0.5 0.7 -1.3
0.7 -1.7 -1.9
-1.5 -0.2 0.9
-0.7 -0.4 -1.1
-0.3 0.6 0.0
-0.9 -1.3 -0.3

Calculated values
SMILES: COCCCCCCCCCCCCB(O)N(C(C)=O)C(C)=O.CC#N.CC#N.CC#N.CC#N.CC#N.CC#N.CC#N

Formula: C3H10O
Source: OMol25
Level of theory: ωB97M-V with the def2-TZVPD basis set

Each line ends with the natural charge from an NBO analysis.
Cartesian coordinates (Å):
C  -4.31095  -0.62714  -1.11223  -0.84
H  -3.97277  -1.40478  -0.32625  0.21
H  -5.29119  -0.41501  -1.08720  0.21
H  -4.11790  -1.04456  -2.10711  0.21
H  -3.61363  0.06329  -0.84366  0.21
C  1.95487  0.89156  0.37990  -0.08
O  1.66465  0.04944  -0.80442  -0.74
C  2.80315  0.12423  1.49508  -0.65
H  2.47541  1.86387  0.15415  0.17
H  0.84285  0.96340  0.44716  0.21
H  2.44464  -0.18500  -1.30595  0.46
H  3.34080  -0.65705  0.90269  0.21
H  3.55201  0.77237  1.86177  0.21
H  2.22807  -0.39462  2.34608  0.22

Forces on atoms 1 to 6 (eV/Å):
2.9 -4.7 0.3
-1.3 0.5 -1.3
-3.3 1.1 0.7
0.3 0.1 0.3
1.4 2.9 0.1
-1.0 -1.3 -0.5

Calculated values
SMILES: CCO.C
relative energy (zero: lowest compared OMol25 entry of this formula, charge and spin): 163.22 kJ/mol

Formula: C58H57InN3O7S
Source: OMol25
Level of theory: ωB97M-V with the def2-TZVPD basis set

Each line ends with the Mulliken charge.
Cartesian coordinates (Å):
In  -1.32182  0.37403  0.28655  3.00
C  -3.91553  -2.15739  -1.87240  -1.93
C  -2.77037  -1.88668  -2.79950  0.60
C  -2.42059  -3.00206  -3.73584  -0.17
C  -1.26347  -2.75158  -4.72698  -0.21
C  -0.65851  -1.39069  -4.65837  -1.36
C  -1.00199  -0.47946  -3.74514  0.88
C  -0.46333  0.91749  -3.74813  -1.38
C  -2.04842  -0.75018  -2.75785  -0.12
N  -2.36929  0.24848  -1.82433  0.61
C  -3.60018  0.73822  -1.92201  -0.38
O  -4.33287  0.69965  -2.91527  -0.78
C  -4.11465  1.38667  -0.67474  0.44
C  -5.28152  2.13760  -0.67696  -0.95
C  -5.74000  2.64474  0.52612  -0.62
C  -5.01068  2.40523  1.67679  -0.88
C  -3.83495  1.66884  1.58249  0.45
N  -3.45446  1.13740  0.43970  0.34
C  -2.91124  1.52635  2.76025  -0.20
O  -3.28157  1.94144  3.86086  -0.78
N  -1.73805  0.97877  2.46854  1.18
C  -0.83262  0.87394  3.54158  -1.65
C  -0.64245  -0.36138  4.16978  1.09
C  -1.38068  -1.55005  3.65387  -0.74
C  0.22148  -0.45431  5.25025  -0.83
C  0.85387  0.66942  5.74714  -0.96
C  0.65192  1.89346  5.13506  -0.95
C  -0.17034  2.00826  4.02432  1.59
C  -0.32904  3.31444  3.31580  -0.70
H  -4.12649  -3.22392  -1.82043  0.49
H  -4.81636  -1.64504  -2.21613  0.61
H  -3.67653  -1.78766  -0.87308  0.04
H  -3.32886  -3.37830  -4.21704  0.49
H  -1.53079  -2.97166  -5.76738  0.43
H  0.06688  -1.15367  -5.42830  0.35
H  0.36701  1.03925  -4.43987  0.58
H  -0.14276  1.19626  -2.74283  -0.14
H  -1.26459  1.59457  -4.04588  0.52
H  -5.79291  2.29988  -1.61380  0.59
H  -6.64493  3.23522  0.56344  0.42
H  -5.29749  2.79405  2.64064  0.59
H  -2.45085  -1.42539  3.82777  0.41
H  -1.04309  -2.46489  4.13563  0.46
H  -1.22458  -1.61983  2.57792  -0.26
H  0.38318  -1.41766  5.71461  0.40
H  1.50033  0.59317  6.61058  0.43
H  1.14014  2.77746  5.52249  0.35
H  0.25615  4.09431  3.80051  0.49
H  -1.37697  3.60815  3.28994  0.36
H  0.00430  3.19040  2.28481  -0.50
C  4.41479  -3.14454  -1.03511  -1.83
C  3.61888  -2.20519  -0.11095  1.15
C  4.51904  -1.87327  1.09397  -1.97
O  3.18717  -1.08800  -0.86349  -0.31
C  1.84560  -0.74589  -0.52118  -0.68
C  1.39558  -1.87559  0.43349  0.36
O  2.44708  -2.82696  0.34933  0.04
C  0.02514  -2.54994  0.11822  1.14
O  -1.00913  -1.64063  0.27076  -1.10
C  -0.23870  -3.74247  1.05886  1.03
C  0.70310  -4.72043  1.35487  -0.78
C  0.36093  -5.82990  2.11020  -0.87
C  -0.93207  -6.00210  2.57261  -0.89
C  -1.88059  -5.03801  2.27991  -1.08
C  -1.53520  -3.93025  1.52961  -0.33
C  -0.08343  -3.15287  -1.29123  1.29
C  -1.24797  -3.70561  -1.64204  -1.26
C  -1.58767  -4.11227  -3.03595  -0.61
C  -0.46239  -3.92428  -4.07852  -0.15
C  0.86306  -3.57696  -3.50375  -1.10
C  1.01270  -3.17664  -2.24210  0.62
C  1.81323  0.72146  0.00037  1.39
O  0.58662  1.10829  0.50215  -0.99
C  2.18191  1.72236  -1.09832  0.15
C  2.21242  3.05209  -0.68112  -0.30
C  2.55476  4.06862  -1.54909  -0.66
C  2.84192  3.77026  -2.87194  -0.96
C  2.81424  2.45448  -3.29568  -0.78
C  2.50160  1.42870  -2.41511  0.03
C  2.89719  0.89102  1.06200  0.41
C  4.20928  1.14671  0.67318  -0.17
C  5.19416  1.33615  1.62307  -0.79
C  4.87757  1.28540  2.97042  -0.92
C  3.57672  1.02232  3.36196  -0.49
C  2.58992  0.82461  2.41126  -0.03
H  5.39426  -2.70974  -1.21857  0.47
H  3.91081  -3.27823  -1.98772  0.32
H  4.52267  -4.11088  -0.55110  0.34
H  5.36340  -1.26606  0.78457  0.39
H  4.87623  -2.81322  1.51039  0.53
H  3.95817  -1.35001  1.86112  0.29
H  1.21261  -0.77450  -1.41980  -0.02
H  1.31708  -1.48402  1.45943  0.34
H  1.71223  -4.61652  0.99843  0.52
H  1.11029  -6.58046  2.33141  0.44
H  -1.19290  -6.87865  3.15150  0.37
H  -2.89931  -5.14482  2.62857  0.44
H  -2.27897  -3.18152  1.30169  0.28
H  -2.03950  -3.80253  -0.91613  0.53
H  -2.05449  -5.10200  -3.04529  0.41
H  -0.35968  -4.77527  -4.76090  0.37
H  1.71863  -3.64678  -4.16417  0.43
H  1.98994  -2.92734  -1.88073  -0.69
H  1.98342  3.25916  0.35428  0.38
H  2.62465  5.08803  -1.19149  0.64
H  3.09986  4.56005  -3.56338  0.38
H  3.06004  2.22269  -4.32273  0.48
H  2.52909  0.40767  -2.76053  0.51
H  4.46313  1.17842  -0.37559  0.38
H  6.21288  1.52006  1.30784  0.43
H  5.64875  1.44949  3.70887  0.37
H  3.31933  0.97157  4.40976  0.40
H  1.57135  0.63274  2.70967  -0.20
O  -2.57884  3.73566  0.57679  -0.63
S  -1.22236  3.48893  0.07536  0.48
C  -0.40674  5.14983  0.36467  -1.14
C  -0.48826  5.95274  -0.92529  -0.50
C  -1.60630  5.33713  -1.75915  -1.03
C  -1.32584  3.85367  -1.71972  -0.16
H  0.61470  4.99180  0.69658  0.24
H  -0.99759  5.58025  1.17050  0.71
H  0.44836  5.85781  -1.47813  0.09
H  -0.65952  7.01276  -0.72837  0.45
H  -1.62201  5.74058  -2.77213  0.49
H  -2.57647  5.52414  -1.29365  0.30
H  -0.35317  3.60712  -2.14202  -0.24
H  -2.10686  3.23421  -2.15072  0.17

Forces on atoms 1 to 6 (eV/Å):
-0.3 -0.5 0.1
0.1 0.1 -0.1
0.2 0.4 -0.1
-0.3 0.3 -0.1
0.0 0.2 -0.3
0.0 0.1 0.0

Calculated values
net charge: -1

Formula: C42H61BN9OPtS4Se
Source: OMol25
Level of theory: ωB97M-V with the def2-TZVPD basis set

Each line ends with the Mulliken charge.
Cartesian coordinates (Å):
Pt  -0.44956  1.13384  0.23244  0.81
C  3.95554  2.81586  -2.85346  -1.98
C  3.16048  1.57247  -2.69994  0.79
C  3.05646  0.66840  -3.74640  -0.31
C  2.32119  -0.51550  -3.55326  -0.09
N  1.70405  -0.75222  -2.42003  -0.65
N  1.79385  0.08490  -1.38817  0.65
B  1.15144  -0.33168  -0.10957  -0.88
N  0.54798  -1.75121  -0.11116  0.46
N  1.43605  -2.71049  0.04669  -0.08
C  1.06447  -3.96842  0.13334  -0.42
C  -0.31189  -4.29486  0.13244  -0.56
C  -1.25642  -3.31176  -0.05111  0.18
C  -2.71370  -3.58999  -0.07235  -1.96
C  -0.77459  -1.98592  -0.20426  1.08
S  -1.84908  -0.67829  -0.47886  -0.49
C  2.14702  -5.01912  0.25706  2.42
C  1.57982  -6.43648  0.14390  -2.36
C  2.84727  -4.85076  1.61645  -1.37
C  3.15603  -4.79778  -0.87790  -1.13
N  2.10123  -0.17572  1.08815  0.56
N  3.33501  -0.51281  0.79595  0.25
C  4.29151  -0.47455  1.69308  -0.40
C  4.00171  -0.04700  3.00567  -0.72
C  2.71702  0.32075  3.33793  0.37
C  2.35849  0.81644  4.68830  -2.06
C  1.72862  0.23591  2.31953  1.01
S  0.10084  0.64310  2.62739  -0.42
C  5.65159  -0.89675  1.20545  2.29
C  6.75066  -0.68782  2.24340  -2.22
C  5.55108  -2.38533  0.83840  -1.75
C  5.95742  -0.09749  -0.06991  -1.41
C  2.50722  1.25231  -1.51343  0.59
S  2.55529  2.38749  -0.15162  0.04
C  2.31196  -1.57032  -4.62556  2.05
C  3.76939  -1.78700  -5.06344  -1.63
C  1.71133  -2.86989  -4.09110  -1.79
C  1.48747  -1.05663  -5.81316  -1.75
H  4.70123  2.69634  -3.63492  0.51
H  4.46433  3.08698  -1.93319  0.48
H  3.29388  3.63300  -3.14022  0.37
H  3.55892  0.87319  -4.67653  0.58
H  -0.61823  -5.31725  0.27944  0.65
H  -2.91751  -4.58606  0.30459  0.44
H  -3.09662  -3.52561  -1.09035  0.37
H  -3.26401  -2.86379  0.52200  0.41
H  0.95048  -6.68142  0.99725  0.47
H  2.39761  -7.15363  0.13059  0.41
H  1.01399  -6.56048  -0.77894  0.53
H  2.19589  -5.17078  2.42661  0.41
H  3.13439  -3.81486  1.77997  0.07
H  3.74050  -5.47023  1.63961  0.44
H  2.70473  -5.05226  -1.83440  0.32
H  4.02680  -5.43190  -0.73274  0.54
H  3.47598  -3.76101  -0.90243  -0.10
H  4.78504  0.00777  3.74262  0.66
H  3.24752  0.94209  5.30079  0.42
H  1.69341  0.10816  5.18403  0.40
H  1.82642  1.76634  4.62000  0.44
H  6.58102  -1.29248  3.13164  0.47
H  6.84074  0.35885  2.52671  0.51
H  7.69685  -0.99938  1.81097  0.39
H  5.41336  -2.99388  1.72819  0.40
H  6.46661  -2.69946  0.34764  0.49
H  4.71530  -2.53821  0.16165  0.18
H  6.08117  0.95885  0.15551  0.37
H  5.15411  -0.21639  -0.79391  0.07
H  6.87928  -0.46433  -0.50872  0.51
H  4.42334  -1.93987  -4.20749  0.32
H  4.13691  -0.93935  -5.63330  0.42
H  3.83512  -2.65965  -5.70391  0.46
H  2.26565  -3.21149  -3.22091  0.25
H  1.75546  -3.63785  -4.85784  0.56
H  0.67266  -2.72051  -3.80579  0.29
H  1.89446  -0.12505  -6.19660  0.40
H  0.45270  -0.89108  -5.52244  0.38
H  1.51596  -1.79559  -6.60786  0.47
C  -3.46022  5.62567  -1.85132  -1.19
C  -4.62732  5.24454  -0.94859  0.47
C  -5.51785  4.14895  -1.53189  -0.67
C  -4.87136  2.75597  -1.52855  -1.24
N  -4.95374  2.13410  -0.22851  0.88
C  -3.99529  2.11699  0.72023  -1.13
Se  -2.32545  2.90673  0.50133  -0.28
N  -4.46521  1.52815  1.83973  1.02
C  -3.69252  1.22635  3.02666  -0.69
C  -3.30836  2.43836  3.88500  -0.19
C  -4.49021  3.23792  4.43831  -0.76
C  -5.05956  4.25386  3.45290  -0.95
C  -5.77462  1.16173  1.61624  0.88
C  -6.73306  0.55220  2.42353  -1.01
C  -7.96987  0.31983  1.85724  -0.81
C  -8.25638  0.66233  0.52620  -0.80
C  -7.32659  1.28538  -0.27659  -0.83
C  -6.08048  1.54378  0.28843  0.75
H  -2.93386  6.48534  -1.44495  0.38
H  -3.82318  5.90043  -2.83782  0.37
H  -2.74548  4.80910  -1.96284  0.16
H  -5.24193  6.13211  -0.79242  0.40
H  -4.25150  4.94140  0.03991  -0.43
H  -5.76561  4.40490  -2.56117  0.45
H  -6.45526  4.09916  -0.97628  0.42
H  -3.81861  2.83127  -1.81141  0.38
H  -5.37939  2.10133  -2.23886  0.53
H  -2.77647  0.70921  2.70898  -0.35
H  -4.28641  0.53542  3.62681  0.62
H  -2.64901  3.10675  3.32107  0.09
H  -2.72544  2.03685  4.71573  0.53
H  -4.14326  3.77802  5.32076  0.44
H  -5.27912  2.55957  4.77229  0.26
H  -4.26163  4.86424  3.02856  0.22
H  -5.74598  4.91807  3.97243  0.45
H  -5.60675  3.77796  2.63944  0.15
H  -6.53268  0.27851  3.44806  0.44
H  -8.74195  -0.14040  2.45298  0.46
H  -9.23013  0.43274  0.12493  0.47
H  -7.55129  1.55604  -1.29496  0.48
O  1.76867  5.15402  0.30514  -0.45
S  0.58667  4.42966  -0.05408  0.71
N  0.94798  2.86214  -0.23088  -0.43

Forces on atoms 1 to 6 (eV/Å):
-1.3 -1.0 0.6
0.2 0.3 0.0
0.1 -0.4 -0.5
-0.3 0.1 0.9
0.6 0.6 -0.4
-0.5 -0.5 1.2

Calculated values
net charge: +3
relative energy (zero: lowest compared OMol25 entry of this formula, charge and spin): 214.64 kJ/mol

Number 1: energy -53816.4255 eV. Number 2: energy -5318.9213 eV. Number 3: energy -95886.1255 eV. Number 4: energy -172591.4469 eV.